Record 1
Here is a 7-piece molecular cluster, C28H42O21 overall from OMol25. Energies are from ωB97M-V/def2-TZVPD.

Values from the calculation:
Energy above the lowest of the compared OMol25 structures with the same formula, charge and spin: 3.853 eV
SMILES string: C[C@H]1COC(=O)O1.C[C@H]1COC(=O)O1.C[C@H]1COC(=O)O1.C[C@H]1COC(=O)O1.C[C@H]1COC(=O)O1.C[C@H]1COC(=O)O1.C[C@H]1COC(=O)O1

ORCA input file:
```
! wB97M-V def2-TZVPD RIJCOSX def2/J DEFGRID3
* xyz 0 1
C -0.688 5.582 0.990
C 0.390 5.690 -0.117
C 1.631 6.385 0.432
O 2.651 5.496 0.096
C 2.136 4.342 -0.330
O 2.747 3.388 -0.694
O 0.845 4.386 -0.330
H -1.123 6.581 0.998
H -0.320 5.264 1.966
H -1.466 4.886 0.677
H 0.145 6.149 -1.075
H 1.624 6.521 1.513
H 1.756 7.378 0.000
C -2.980 -4.196 -1.263
C -4.152 -5.091 -0.727
C -4.800 -4.531 0.487
O -5.962 -4.052 0.019
C -6.291 -4.562 -1.183
O -7.375 -4.381 -1.781
O -5.205 -5.219 -1.693
H -3.336 -3.167 -1.306
H -2.566 -4.361 -2.258
H -2.178 -4.284 -0.530
H -3.720 -6.060 -0.476
H -4.204 -3.738 0.938
H -4.949 -5.344 1.198
C 0.106 1.404 1.473
C -1.042 1.207 0.372
C -0.860 1.851 -0.988
O -1.333 0.854 -1.888
C -1.398 -0.336 -1.256
O -1.701 -1.449 -1.767
O -1.082 -0.168 0.086
H -0.015 2.316 2.058
H 1.165 1.351 1.221
H 0.044 0.641 2.249
H -1.986 1.500 0.833
H 0.191 2.021 -1.223
H -1.394 2.757 -1.276
C 2.765 -0.199 -1.590
C 2.190 -1.451 -2.392
C 1.660 -1.036 -3.759
O 2.454 -1.685 -4.668
C 3.312 -2.406 -4.033
O 4.145 -3.075 -4.634
O 3.251 -2.261 -2.723
H 1.899 0.246 -1.100
H 3.379 0.389 -2.272
H 3.278 -0.621 -0.726
H 1.545 -2.019 -1.722
H 1.773 0.030 -3.957
H 0.650 -1.410 -3.922
C 6.477 -1.690 0.770
C 5.801 -1.014 1.993
C 5.551 0.431 1.765
O 4.203 0.646 2.202
C 3.646 -0.487 2.363
O 2.482 -0.607 2.615
O 4.517 -1.454 2.273
H 5.954 -1.497 -0.167
H 6.519 -2.773 0.886
H 7.468 -1.298 0.540
H 6.456 -1.010 2.864
H 5.644 0.687 0.710
H 6.207 1.131 2.282
C 2.099 3.383 5.627
C 2.216 1.954 5.009
C 2.630 0.822 5.892
O 1.522 -0.057 5.926
C 0.569 0.373 5.049
O -0.474 -0.238 4.766
O 0.893 1.609 4.629
H 3.040 3.731 6.055
H 1.427 3.389 6.485
H 1.643 4.095 4.939
H 2.903 2.032 4.166
H 2.754 1.317 6.855
H 3.589 0.366 5.646
C -6.746 -1.033 -3.128
C -5.711 -1.482 -4.181
C -4.318 -1.958 -3.591
O -4.037 -3.180 -4.177
C -4.985 -3.524 -4.968
O -5.080 -4.623 -5.567
O -6.048 -2.641 -4.869
H -6.220 -0.503 -2.333
H -7.083 -1.862 -2.506
H -7.651 -0.578 -3.531
H -5.457 -0.755 -4.953
H -4.454 -2.012 -2.511
H -3.551 -1.204 -3.768
*
```


Record 2
Here is C28H43AsMnNO3PSSi3 as an isolated structure from OMol25. Energies are from ωB97M-V/def2-TZVPD.

Values from the calculation:
Calculated total energy: -6367.52107 hartree

ORCA input file:
```
! wB97M-V def2-TZVPD RIJCOSX def2/J DEFGRID3
* xyz 2 2
Mn 0.189 -0.098 0.656
O -1.630 -0.682 0.826
N -2.159 -1.600 0.017
C -3.449 -1.962 0.163
C -3.996 -2.913 -0.658
C -3.203 -3.522 -1.636
C -1.881 -3.161 -1.750
C -1.353 -2.178 -0.909
S 0.268 -1.631 -0.966
H -4.002 -1.458 0.941
H -5.030 -3.187 -0.537
H -3.622 -4.274 -2.287
H -1.225 -3.607 -2.478
O 2.769 2.479 -0.785
C 2.022 1.994 0.018
O 1.673 0.742 0.061
C 1.359 2.821 1.142
P -0.290 2.051 1.375
C -1.263 3.065 0.207
C -2.520 3.525 0.595
C -3.182 4.464 -0.176
C -2.615 4.924 -1.355
C -1.387 4.432 -1.767
C -0.708 3.503 -0.997
C -0.918 2.630 2.972
C -0.492 3.815 3.561
C -1.118 4.264 4.711
C -2.165 3.542 5.266
C -2.591 2.363 4.675
C -1.965 1.905 3.531
H 1.304 3.875 0.863
H 1.958 2.710 2.051
H -2.956 3.177 1.521
H -4.127 4.855 0.168
H -3.131 5.667 -1.945
H -0.940 4.799 -2.678
H 0.261 3.164 -1.337
H 0.312 4.383 3.116
H -0.810 5.193 5.162
H -2.660 3.910 6.151
H -3.420 1.809 5.088
H -2.286 0.997 3.034
C 1.561 -1.840 6.168
Si 0.651 -0.834 4.818
C 1.174 0.999 5.017
C -1.228 -1.216 4.735
As 1.236 -1.225 2.309
Si 0.839 -3.748 2.244
C -1.066 -3.939 2.099
C 1.787 -4.483 0.755
C 1.437 -4.478 3.909
Si 3.737 -0.946 2.087
C 4.326 -1.673 3.758
C 4.165 -1.875 0.478
C 4.230 0.892 2.117
H 1.409 -1.342 7.123
H 2.634 -1.900 6.016
H 1.178 -2.847 6.270
H 0.525 1.521 5.713
H 1.117 1.520 4.064
H 2.187 1.092 5.398
H -1.806 -0.529 5.347
H -1.450 -2.222 5.085
H -1.582 -1.126 3.708
H -1.348 -4.392 1.153
H -1.570 -2.978 2.186
H -1.455 -4.582 2.883
H 1.917 -3.769 -0.056
H 1.252 -5.339 0.349
H 2.770 -4.838 1.056
H 0.647 -4.466 4.653
H 2.294 -3.948 4.312
H 1.727 -5.515 3.768
H 3.772 -2.563 4.037
H 4.207 -0.932 4.545
H 5.377 -1.932 3.723
H 4.310 -2.941 0.628
H 5.080 -1.483 0.040
H 3.377 -1.733 -0.261
H 3.627 1.457 2.826
H 4.154 1.355 1.139
H 5.266 0.989 2.429
*
```


Record 3
Here is C28H43BCl3F2MgNaO9SV as an isolated structure from OMol25. Energies are from ωB97M-V/def2-TZVPD.

Values from the calculation:
Energy above the lowest of the compared OMol25 structures with the same formula, charge and spin: 0.000 eV

ORCA input file:
```
! wB97M-V def2-TZVPD RIJCOSX def2/J DEFGRID3
* xyz 1 1
C 2.913 1.221 3.823
C 3.123 0.636 2.384
C 3.524 -0.861 2.349
C 4.969 -1.059 2.912
B 2.476 -1.841 3.054
C 2.894 -3.390 3.304
C 3.022 -3.734 4.847
C 4.526 -3.976 5.245
Cl 4.945 -3.059 6.743
C 1.021 -1.382 3.512
C -0.142 -1.792 2.497
C -1.520 -1.813 3.232
O -2.512 -1.247 2.498
C -3.571 -0.766 3.307
H 3.577 2.076 3.997
H 1.864 1.600 3.890
H 3.084 0.486 4.626
H 2.281 0.856 1.710
H 3.971 1.197 1.956
H 3.556 -1.150 1.296
H 4.889 -1.258 3.997
H 5.606 -0.184 2.723
H 5.468 -1.930 2.464
H 2.074 -3.974 2.866
H 3.822 -3.593 2.757
H 2.685 -2.939 5.485
H 2.417 -4.644 5.015
H 4.698 -5.054 5.423
H 5.231 -3.644 4.475
H 0.937 -0.269 3.647
H 0.776 -1.942 4.447
H -0.171 -0.985 1.759
H 0.102 -2.753 2.040
H -1.833 -2.817 3.566
H -1.430 -1.179 4.221
H -3.608 -1.353 4.242
H -4.536 -0.902 2.809
H -3.383 0.294 3.579
C -1.453 1.021 0.072
C -0.586 1.695 0.928
C -0.087 2.940 0.589
C -0.444 3.518 -0.620
C -1.295 2.836 -1.492
C -1.806 1.593 -1.138
C -1.647 3.422 -2.810
O -2.385 2.840 -3.579
C -1.065 4.739 -3.180
C -1.349 5.290 -4.455
C -0.809 6.547 -4.815
C -0.023 7.233 -3.920
C 0.254 6.684 -2.666
C -0.260 5.434 -2.301
C 0.083 4.863 -0.971
O 0.780 5.482 -0.194
H -1.847 0.049 0.348
H -0.301 1.239 1.870
H 0.584 3.460 1.261
H -2.475 1.069 -1.807
H -1.970 4.751 -5.156
H -1.021 6.963 -5.789
H 0.385 8.198 -4.187
H 0.877 7.230 -1.969
O 4.932 -7.647 5.041
H 4.248 -8.342 4.954
H 5.541 -7.657 4.263
H 5.431 -7.741 5.887
Cl 2.048 -2.631 0.439
O -0.415 3.870 -7.342
V 0.348 2.605 -6.529
O 1.153 1.286 -5.905
F -3.008 6.373 -3.382
Na 1.924 -6.432 5.422
Cl 0.682 -3.619 5.670
O -3.668 -1.351 -8.413
S -4.902 -0.930 -7.825
O -5.468 0.346 -8.128
O -4.798 -1.089 -6.244
C -3.717 -0.419 -5.564
C -3.931 1.080 -5.473
C -6.128 -2.164 -8.093
H -2.768 -0.656 -6.049
H -3.681 -0.841 -4.561
H -3.914 1.542 -6.461
H -3.146 1.544 -4.872
H -4.900 1.305 -5.028
H -5.717 -3.136 -7.835
H -6.394 -2.133 -9.148
H -6.998 -1.932 -7.484
F -2.557 -3.236 1.199
Mg -0.083 0.034 4.746
*
```


For the records above, the corresponding maximum force values read 6.64, 3.62, 3.99 eV/Å.